Entry 1:
118
Properties=species:S:1:pos:R:3:mulliken_spin:R:1 method="wB97M-V/def2-TZVPD" total_charge=-2 homo_lumo_gap_ha="0.16130 / 0.20645" de_lowest_kj_mol=5.75 e_homo_ev="-0.8 / -2.0" spin_multiplicity=2
Hg 1.096 1.169 -1.040 0.0056
C 2.974 -3.366 -5.152 0.0036
C 2.861 -3.881 -3.720 0.0010
N 3.061 -2.860 -2.711 0.0136
C 2.114 -1.852 -2.524 0.0272
S 2.812 -0.475 -1.693 0.0172
N 0.935 -2.086 -2.980 -0.0054
N -0.096 -1.254 -2.611 0.2224
C -0.970 -1.050 -3.566 0.0163
C -0.687 -1.512 -4.970 0.0264
C -2.192 -0.403 -3.220 0.3269
C -3.213 -0.033 -4.124 -0.1882
C -4.368 0.566 -3.704 0.2387
C -4.556 0.833 -2.310 0.0713
C -3.551 0.483 -1.464 0.0185
N -2.419 -0.117 -1.877 0.2409
H 2.826 -4.176 -5.872 -0.0004
H 3.957 -2.923 -5.331 0.0003
H 2.215 -2.602 -5.328 -0.0006
H 3.594 -4.670 -3.537 -0.0004
H 1.874 -4.313 -3.565 0.0013
H 4.004 -2.518 -2.613 0.0004
H 0.266 -1.097 -5.307 0.0019
H -1.461 -1.228 -5.678 -0.0019
H -0.573 -2.599 -4.984 0.0013
H -3.075 -0.222 -5.179 0.0060
H -5.130 0.835 -4.426 0.0294
H -5.451 1.305 -1.929 0.0105
H -3.593 0.676 -0.398 0.0300
S 2.255 1.530 1.474 0.0019
C 3.733 0.587 1.470 0.0002
C 4.985 1.193 1.289 0.0000
C 6.154 0.451 1.288 0.0000
C 6.110 -0.927 1.467 0.0003
C 4.880 -1.547 1.647 -0.0002
C 3.702 -0.810 1.653 0.0017
As 1.924 -1.618 1.784 -0.0036
C 1.632 -1.423 3.717 0.0002
C 2.273 -0.463 4.494 0.0000
C 1.968 -0.331 5.844 0.0001
C 1.023 -1.160 6.434 0.0000
C 0.382 -2.122 5.666 0.0000
C 0.682 -2.247 4.316 -0.0002
C 2.464 -3.516 1.824 -0.0008
C 2.301 -4.210 0.626 0.0010
C 2.591 -5.566 0.540 -0.0035
C 3.051 -6.247 1.658 0.0001
C 3.225 -5.566 2.857 0.0000
C 2.933 -4.211 2.938 0.0007
H 5.014 2.266 1.140 0.0000
H 7.106 0.950 1.140 0.0000
H 7.022 -1.514 1.460 0.0000
H 4.841 -2.622 1.774 -0.0001
H 3.001 0.196 4.040 0.0003
H 2.467 0.430 6.433 0.0000
H 0.774 -1.047 7.483 0.0000
H -0.372 -2.761 6.111 0.0000
H 0.162 -2.995 3.724 0.0000
H 1.937 -3.686 -0.250 0.0039
H 2.430 -6.090 -0.395 -0.0001
H 3.263 -7.309 1.600 0.0000
H 3.582 -6.094 3.735 0.0000
H 3.060 -3.687 3.879 0.0000
C -0.880 3.260 2.360 0.0009
O -1.098 2.150 1.515 -0.0004
C -1.546 1.009 2.115 0.0004
C -2.106 0.975 3.372 -0.0001
C -2.563 -0.245 3.880 -0.0002
Br -3.366 -0.264 5.616 0.0000
C -2.427 -1.410 3.181 0.0001
C -1.828 -1.381 1.912 -0.0026
C -1.414 -0.172 1.317 -0.0075
O -0.923 -0.092 0.124 0.0204
C -1.578 -2.663 1.251 0.0016
N -1.841 -3.837 1.799 0.0010
C -1.432 -4.762 0.863 0.0020
C -1.448 -6.156 0.906 0.0003
C -0.960 -6.850 -0.188 -0.0001
C -0.462 -6.179 -1.316 -0.0011
C -0.431 -4.797 -1.377 0.0011
C -0.916 -4.108 -0.270 0.0098
N -1.018 -2.770 0.014 0.0228
H -1.827 3.697 2.699 0.0000
H -0.332 3.988 1.768 -0.0005
H -0.273 2.975 3.224 0.0003
H -2.209 1.871 3.965 0.0000
H -2.736 -2.362 3.587 0.0001
H -1.705 -0.121 -1.115 -0.1243
H -1.826 -6.671 1.781 0.0000
H -0.956 -7.934 -0.174 0.0000
H -0.089 -6.758 -2.154 -0.0001
H -0.038 -4.253 -2.228 -0.0047
H -0.689 -1.985 -0.548 -0.0310
C -5.881 6.630 -0.818 -0.0004
C -5.104 6.236 -2.082 0.0021
C -5.933 5.201 -2.843 -0.0032
C -4.938 7.470 -2.980 0.0003
C -3.726 5.693 -1.693 0.0077
C -2.847 6.506 -0.971 0.0001
C -1.580 6.079 -0.574 0.0000
C -1.211 4.801 -0.926 -0.0221
O -0.054 4.124 -0.671 0.0091
B -0.220 2.831 -1.219 -0.0041
O -1.473 2.787 -1.860 -0.0137
C -2.070 3.987 -1.643 -0.0062
C -3.323 4.400 -2.040 0.0005
H -6.869 7.017 -1.085 0.0000
H -5.356 7.400 -0.250 0.0000
H -6.013 5.765 -0.166 0.0000
H -6.910 5.626 -3.088 0.0000
H -6.095 4.300 -2.248 -0.0010
H -5.450 4.907 -3.777 0.0013
H -5.917 7.865 -3.269 -0.0001
H -4.389 7.212 -3.887 -0.0001
H -4.389 8.263 -2.470 0.0000
H -3.156 7.509 -0.698 -0.0002
H -0.916 6.722 -0.010 0.0002
H -3.950 3.708 -2.585 0.0259



Entry 2:
114
Properties=species:S:1:pos:R:3:lowdin_charge:R:1 method="wB97M-V/def2-TZVPD" total_charge=+1 homo_lumo_gap_ha=0.18352 e_homo_ev=-10.6
C -1.128 -3.835 1.810 -0.0764
C -0.414 -3.648 0.407 -0.2289
O -0.944 -2.582 -0.398 -0.1690
C -0.761 -1.316 0.203 -0.1784
C 0.195 -0.364 -0.672 -0.1159
O 0.955 0.443 0.326 -0.4103
S 1.235 1.957 -0.215 1.2713
F 0.613 3.015 0.865 -0.2634
H -1.760 -4.770 1.862 0.0905
H -0.353 -3.963 2.613 0.0640
H -1.796 -2.962 2.078 0.0787
H -0.573 -4.608 -0.167 0.1357
H 0.694 -3.588 0.582 0.1044
H -1.769 -0.805 0.179 0.1459
H -0.310 -1.342 1.230 0.1278
H -0.406 0.382 -1.273 0.1225
H 0.925 -0.939 -1.295 0.1453
H 2.617 2.202 -0.187 0.0851
F -5.779 -2.565 1.732 0.0617
C -5.607 -2.477 0.402 -0.2852
C -4.360 -2.741 -0.139 -0.0203
C -4.182 -2.655 -1.515 -0.0801
C -5.249 -2.295 -2.331 -0.0858
C -6.495 -2.027 -1.774 -0.0731
C -6.678 -2.124 -0.400 -0.0135
H -3.539 -3.012 0.514 0.0895
H -3.212 -2.867 -1.950 0.0993
H -5.109 -2.224 -3.404 0.0936
H -7.325 -1.744 -2.411 0.1081
H -7.644 -1.928 0.050 0.1190
F 1.512 -4.807 2.216 0.0202
C 2.613 -4.931 2.990 -0.2745
C 3.732 -4.168 2.704 -0.0265
C 4.862 -4.292 3.504 -0.0818
C 4.862 -5.183 4.571 -0.0863
C 3.732 -5.947 4.844 -0.0693
C 2.598 -5.817 4.052 -0.0097
H 3.715 -3.486 1.863 0.1084
H 5.741 -3.695 3.294 0.1055
H 5.745 -5.282 5.192 0.1059
H 3.735 -6.643 5.674 0.1106
H 1.706 -6.397 4.255 0.1202
F -6.117 -1.932 -6.262 0.0567
C -5.587 -0.696 -6.248 -0.2918
C -4.211 -0.548 -6.232 -0.0236
C -3.664 0.729 -6.223 -0.0800
C -4.498 1.843 -6.219 -0.0994
C -5.879 1.680 -6.231 -0.0812
C -6.428 0.404 -6.251 -0.0147
H -3.577 -1.426 -6.226 0.0870
H -2.587 0.857 -6.218 0.1029
H -4.070 2.839 -6.208 0.0993
H -6.528 2.547 -6.224 0.1064
H -7.501 0.259 -6.269 0.1185
F -1.059 0.701 7.020 0.0721
C -0.888 0.808 5.697 -0.2733
C 0.354 0.528 5.152 -0.0021
C 0.532 0.632 3.779 -0.0782
C -0.530 1.024 2.969 -0.1285
C -1.771 1.307 3.530 -0.0654
C -1.954 1.193 4.902 0.0020
H 1.170 0.232 5.800 0.1213
H 1.498 0.408 3.340 0.1031
H -0.388 1.107 1.901 0.0424
H -2.596 1.616 2.898 0.1109
H -2.915 1.400 5.356 0.1250
F 4.232 5.284 -0.800 0.0490
C 3.961 5.878 0.380 -0.2821
C 4.800 6.871 0.852 -0.0049
C 4.514 7.482 2.067 -0.0559
C 3.399 7.085 2.800 -0.0811
C 2.567 6.082 2.316 -0.0795
C 2.847 5.478 1.096 -0.0404
H 5.666 7.161 0.273 0.1048
H 5.160 8.266 2.442 0.1147
H 3.180 7.559 3.749 0.1074
H 1.701 5.770 2.889 0.1068
H 2.207 4.702 0.697 0.0643
F 2.089 -4.177 8.648 0.0566
C 0.795 -3.835 8.769 -0.2909
C 0.423 -2.513 8.595 -0.0196
C -0.916 -2.160 8.715 -0.0830
C -1.865 -3.132 9.018 -0.0928
C -1.478 -4.455 9.195 -0.0809
C -0.141 -4.812 9.065 -0.0189
H 1.178 -1.770 8.368 0.1121
H -1.219 -1.131 8.574 0.0880
H -2.908 -2.855 9.116 0.1022
H -2.217 -5.210 9.435 0.1064
H 0.178 -5.839 9.191 0.1167
F -2.094 -2.781 -6.647 0.0317
C -2.169 -3.450 -7.818 -0.2780
C -1.070 -4.164 -8.261 -0.0210
C -1.149 -4.856 -9.464 -0.0800
C -2.320 -4.817 -10.212 -0.0908
C -3.415 -4.091 -9.758 -0.0729
C -3.343 -3.407 -8.551 -0.0114
H -0.164 -4.177 -7.668 0.1143
H -0.297 -5.426 -9.817 0.1062
H -2.378 -5.354 -11.152 0.1038
H -4.326 -4.057 -10.344 0.1087
H -4.189 -2.844 -8.177 0.1042
F 6.447 9.147 -0.415 0.0406
C 6.622 9.249 -1.747 -0.2887
C 7.859 8.955 -2.294 -0.0177
C 8.037 9.055 -3.668 -0.0788
C 6.979 9.458 -4.478 -0.0929
C 5.743 9.756 -3.915 -0.0811
C 5.560 9.645 -2.542 -0.0195
H 8.672 8.650 -1.646 0.1174
H 8.998 8.820 -4.108 0.1070
H 7.121 9.540 -5.549 0.1032
H 4.922 10.074 -4.546 0.1061
H 4.602 9.865 -2.087 0.1165



Entry 3:
121
Properties=species:S:1:pos:R:3:mulliken_spin:R:1 method="wB97M-V/def2-TZVPD" homo_lumo_gap_ha="0.23921 / 0.23180" de_lowest_kj_mol=273.84 e_homo_ev="-7.0 / -7.1" spin_multiplicity=2
Ir -0.230 -0.536 -1.247 0.1076
S -0.145 1.462 0.425 -0.0058
C -1.400 2.603 0.010 -0.0067
C -1.661 3.645 0.908 0.0070
C -2.613 4.599 0.614 -0.0042
C -3.320 4.546 -0.579 0.0061
C -3.084 3.503 -1.458 -0.0014
C -2.148 2.520 -1.171 -0.0039
As -1.842 1.038 -2.432 -0.0189
C -3.610 0.280 -2.581 0.3514
C -3.951 -0.485 -3.661 -0.1648
C -5.206 -1.089 -3.778 0.4174
C -6.170 -0.896 -2.772 -0.1013
C -5.869 -0.218 -1.636 0.3228
C -4.505 0.311 -1.378 -0.0417
C -1.758 2.251 -3.991 -0.0074
C -2.626 2.231 -5.075 0.0020
C -2.509 3.169 -6.090 0.0036
C -1.518 4.134 -6.040 -0.0033
C -0.645 4.164 -4.965 0.0015
C -0.770 3.236 -3.948 -0.0041
H -1.109 3.681 1.835 0.0005
H -2.795 5.402 1.313 0.0000
H -4.049 5.305 -0.821 0.0002
H -3.623 3.437 -2.399 -0.0022
H -3.228 -0.621 -4.458 0.0081
H -5.443 -1.673 -4.652 0.0125
H -7.170 -1.285 -2.911 0.0035
H -6.607 -0.075 -0.859 -0.0002
H -4.547 1.334 -0.963 0.0434
H -3.412 1.490 -5.127 -0.0016
H -3.197 3.148 -6.924 0.0000
H -1.434 4.866 -6.831 -0.0005
H 0.133 4.914 -4.916 0.0003
H -0.111 3.283 -3.084 0.0001
C -4.326 -1.767 0.177 0.0166
C -3.715 -0.492 -0.309 0.0743
O -2.644 -0.079 0.065 -0.0056
H -5.291 -1.581 0.647 -0.0018
H -3.645 -2.232 0.890 0.0013
H -4.486 -2.426 -0.676 0.0016
C -1.256 -4.354 -0.010 -0.0010
As -0.226 -3.144 1.114 0.0035
C -1.167 -3.202 2.844 0.0000
C 1.476 -4.065 1.390 0.0000
O 0.086 -1.564 0.825 0.0105
H -1.421 -5.265 0.565 -0.0001
H -0.681 -4.583 -0.903 -0.0001
H -2.201 -3.912 -0.317 0.0007
H -1.816 -4.075 2.927 0.0001
H -1.754 -2.285 2.912 0.0004
H -0.440 -3.214 3.658 0.0000
H 1.303 -5.035 1.853 0.0000
H 2.118 -3.455 2.027 -0.0001
H 1.950 -4.202 0.417 0.0002
C 3.327 -1.445 -0.703 0.0050
C 3.013 -0.486 -1.781 -0.0016
N 1.862 0.134 -1.944 0.0018
C 1.971 0.908 -3.063 -0.0044
C 3.213 0.755 -3.587 0.0064
N 3.868 -0.136 -2.773 -0.0004
C 5.234 -0.544 -2.965 0.0008
N 6.080 0.608 -3.046 -0.0001
N 6.759 0.913 -4.168 0.0000
N 7.350 2.020 -4.042 0.0000
C 7.070 2.542 -2.812 0.0002
C 7.448 3.734 -2.196 -0.0002
C 6.974 3.958 -0.926 -0.0002
C 6.151 3.033 -0.266 0.0002
C 5.760 1.852 -0.854 -0.0007
C 6.231 1.619 -2.139 0.0005
H 2.480 -1.458 -0.018 -0.0003
H 4.225 -1.154 -0.159 -0.0001
H 3.453 -2.445 -1.115 0.0001
H 1.148 1.498 -3.417 0.0023
H 3.683 1.188 -4.445 0.0012
H 5.346 -1.081 -3.915 0.0001
H 5.529 -1.199 -2.138 -0.0004
H 8.081 4.441 -2.708 -0.0001
H 7.243 4.868 -0.413 -0.0001
H 5.805 3.260 0.730 0.0002
H 5.109 1.161 -0.338 -0.0002
C 5.905 -0.039 5.310 -0.0005
C 6.045 -0.434 3.991 0.0002
C 5.025 -0.186 3.088 -0.0006
C 3.851 0.456 3.476 0.0005
C 3.728 0.841 4.807 0.0003
C 4.746 0.602 5.714 0.0002
As 2.436 0.714 2.088 0.0025
C 2.912 2.574 1.648 0.0012
C 2.674 3.002 0.346 0.0016
C 2.937 4.305 -0.033 -0.0006
C 3.477 5.195 0.880 0.0003
C 3.749 4.772 2.169 -0.0003
C 3.462 3.473 2.553 0.0002
C 1.014 1.011 3.386 -0.0026
C 0.489 2.254 3.708 0.0016
C -0.519 2.373 4.648 0.0004
C -1.005 1.247 5.290 -0.0002
C -0.486 0.000 4.979 0.0000
C 0.506 -0.113 4.023 0.0006
H 6.696 -0.229 6.020 0.0000
H 6.946 -0.940 3.670 0.0000
H 5.129 -0.501 2.055 0.0002
H 2.820 1.325 5.148 -0.0002
H 4.637 0.916 6.744 -0.0001
H 2.254 2.303 -0.368 -0.0020
H 2.722 4.629 -1.042 0.0000
H 3.688 6.214 0.589 0.0002
H 4.186 5.460 2.879 0.0000
H 3.663 3.159 3.570 0.0000
H 0.864 3.137 3.207 -0.0003
H -0.933 3.346 4.879 -0.0002
H -1.786 1.336 6.031 0.0000
H -0.858 -0.878 5.492 -0.0001
H 0.901 -1.089 3.752 0.0000
O -2.001 -2.018 -1.711 -0.0102
S -1.195 -2.341 -2.909 0.0142
O -0.933 -1.135 -3.711 -0.0026
O -1.746 -3.447 -3.645 0.0003
S 0.637 -2.832 -2.193 -0.0346



Entry 4:
114
Properties=species:S:1:pos:R:3:mulliken_spin:R:1 method="wB97M-V/def2-TZVPD" total_charge=+2 homo_lumo_gap_ha="0.23047 / 0.16191" de_lowest_kj_mol=0.00 e_homo_ev="-11.8 / -12.1" spin_multiplicity=6
Ru 0.271 0.471 -0.198 2.2338
S 2.478 1.004 -0.901 0.3127
C 3.304 -0.527 -0.766 0.1865
N 4.642 -0.642 -0.674 0.2675
C 5.320 -1.917 -1.089 -0.0173
C 4.451 -3.075 -0.593 0.0172
N 3.086 -2.963 -1.081 0.1801
C 2.261 -4.189 -0.830 -0.0213
C 2.539 -5.338 -1.777 0.0198
C 2.204 -5.172 -3.161 0.0010
C 2.485 -6.198 -4.074 0.0000
C 2.927 -7.413 -3.566 -0.0005
C 3.099 -7.593 -2.233 0.0018
C 2.994 -6.549 -1.310 -0.0016
C 2.492 -1.695 -0.987 0.3056
S 0.825 -1.442 -1.348 0.2204
C 5.525 0.503 -0.378 -0.0364
C 6.090 0.565 1.028 0.0195
C 7.492 0.683 1.192 0.0000
C 8.000 0.679 2.508 0.0010
C 7.182 0.566 3.619 0.0002
C 5.826 0.431 3.436 -0.0019
C 5.255 0.472 2.161 -0.0013
H 6.268 -1.984 -0.544 0.0016
H 5.504 -1.933 -2.182 0.0082
H 4.561 -3.205 0.489 0.0043
H 4.901 -3.991 -1.079 -0.0013
H 1.190 -3.870 -0.925 0.0043
H 2.395 -4.537 0.221 0.0061
H 1.724 -4.288 -3.477 -0.0001
H 2.286 -6.049 -5.154 0.0000
H 3.102 -8.259 -4.217 0.0000
H 3.351 -8.620 -1.935 0.0000
H 3.214 -6.692 -0.246 0.0002
H 4.866 1.402 -0.507 0.0090
H 6.340 0.533 -1.125 0.0014
H 8.189 0.830 0.350 -0.0005
H 9.080 0.725 2.673 0.0001
H 7.647 0.573 4.640 0.0000
H 5.172 0.339 4.339 -0.0004
H 4.188 0.418 2.071 0.0161
C -6.816 1.150 3.324 0.0000
S -6.977 1.654 1.586 0.0003
C -6.450 0.090 0.790 0.0003
C -5.222 0.433 -0.093 0.0064
C -4.015 0.707 0.841 -0.0132
N -2.728 0.662 0.201 0.0129
P -1.773 1.959 -0.686 0.1334
C -2.863 3.443 -0.555 0.0358
C -2.952 4.065 0.722 -0.0200
C -3.599 5.303 0.846 -0.0031
C -4.265 5.860 -0.262 0.0077
C -4.156 5.257 -1.505 -0.0013
C -3.520 4.036 -1.647 0.0043
C -1.984 1.833 -2.528 0.0462
C -1.128 2.534 -3.325 -0.0258
C -1.273 2.486 -4.709 -0.0012
C -2.421 1.926 -5.263 0.0107
C -3.289 1.137 -4.507 -0.0025
C -3.016 1.042 -3.157 -0.0003
P -1.604 -0.588 0.652 -0.0306
C -2.457 -2.032 0.035 -0.0174
C -3.270 -2.774 0.922 0.0009
C -4.021 -3.867 0.457 0.0002
C -3.952 -4.171 -0.892 -0.0004
C -3.060 -3.541 -1.739 -0.0006
C -2.344 -2.436 -1.316 -0.0030
C -1.270 -0.859 2.387 -0.0414
C -1.635 0.020 3.388 0.0831
C -1.419 -0.297 4.731 -0.0117
C -0.856 -1.533 5.054 0.0139
C -0.441 -2.408 4.043 0.0018
C -0.617 -2.076 2.716 -0.0019
H -6.762 2.089 3.871 0.0000
H -5.971 0.558 3.620 0.0001
H -7.726 0.612 3.619 0.0000
H -7.265 -0.324 0.199 0.0001
H -6.113 -0.681 1.523 0.0001
H -5.421 1.314 -0.756 -0.0002
H -4.996 -0.390 -0.762 0.0004
H -4.111 -0.074 1.602 -0.0008
H -4.177 1.698 1.348 -0.0007
H -2.417 3.565 1.532 0.0426
H -3.688 5.787 1.810 0.0000
H -4.803 6.814 -0.200 0.0001
H -4.658 5.724 -2.369 0.0002
H -3.618 3.553 -2.608 0.0023
H -0.258 3.054 -2.861 0.0005
H -0.587 2.983 -5.390 0.0000
H -2.628 2.008 -6.304 0.0008
H -4.102 0.576 -4.973 0.0002
H -3.657 0.413 -2.497 0.0020
H -3.406 -2.388 1.960 0.0018
H -4.696 -4.428 1.081 -0.0001
H -4.596 -4.953 -1.297 0.0000
H -2.885 -3.944 -2.747 0.0000
H -1.683 -1.898 -1.985 -0.0034
H -2.024 1.011 3.156 0.0268
H -1.790 0.430 5.489 -0.0005
H -0.816 -1.830 6.103 0.0007
H 0.011 -3.373 4.307 -0.0002
H -0.385 -2.772 1.934 0.0051
Te 1.445 2.016 1.703 1.0059
C 1.869 4.073 1.096 0.0095
C 1.044 5.139 1.491 -0.0184
C 1.377 6.432 1.129 -0.0015
C 2.468 6.721 0.324 0.0089
C 3.293 5.692 -0.069 0.0014
C 2.990 4.373 0.320 0.0259
H 0.170 4.917 2.078 -0.0268
H 0.737 7.245 1.416 -0.0001
H 2.661 7.729 -0.045 0.0006
H 4.235 5.896 -0.583 -0.0003
H 3.605 3.563 -0.148 -0.0025